(1)
A molecular structure, C46H50N4O2P2STm at a distorted geometry, computed with ωB97M-V/def2-TZVPD.

Net charge ... +3
Multiplicity ... 3
Lowest unoccupied orbital energy (alpha / beta) ... -7.7 / -10.5 eV
HOMO energy (alpha / beta) ... -13.385 / -13.299 eV
Orbital gap (alpha / beta) ... 5.700 / 2.828 eV

XYZ file:
```
106
Properties=species:S:1:pos:R:3:mulliken_spin:R:1
Tm -2.05 4.28 0.57 1.108
C -1.08 4.16 3.82 0.000
O -1.38 4.88 2.64 -0.006
C -2.22 6.01 2.92 -0.002
C -1.98 6.97 1.75 -0.001
O -2.61 6.42 0.54 -0.007
C -3.32 7.28 -0.31 0.000
H -1.94 3.82 4.40 0.000
H -0.39 4.76 4.45 0.000
H -0.50 3.27 3.54 -0.001
H -1.87 6.41 3.88 0.000
H -3.27 5.68 3.08 0.000
H -0.95 7.00 1.60 0.001
H -2.52 7.89 1.86 0.000
H -4.08 6.69 -0.84 0.000
H -2.67 7.76 -0.99 0.000
H -3.84 8.05 0.30 0.000
C 1.99 -0.25 0.87 0.062
C 0.91 -0.53 -0.20 0.014
P 0.22 0.80 -1.24 0.025
C -0.39 -0.17 -2.63 0.000
C -1.40 -1.08 -2.34 -0.001
C -1.88 -1.89 -3.39 0.001
C -1.44 -1.77 -4.70 0.000
C -0.50 -0.76 -4.95 0.001
C -0.06 0.05 -3.93 -0.005
C -1.32 1.42 -0.53 -0.012
C -2.34 2.04 -1.29 0.008
C -3.51 2.64 -0.72 -0.027
C -3.77 2.61 0.68 -0.013
C -2.74 1.86 1.45 -0.020
C -1.59 1.31 0.85 0.003
P 3.81 -0.11 0.30 0.487
C 4.60 -1.63 0.84 0.043
C 5.82 -1.44 1.53 0.024
C 6.62 -2.52 1.91 0.004
C 6.11 -3.84 1.78 0.002
C 4.86 -4.04 1.24 0.004
C 4.09 -2.92 0.81 0.007
C 3.78 -0.38 -1.49 0.128
C 4.42 -1.50 -2.03 0.015
C 4.66 -1.64 -3.39 0.003
C 4.24 -0.63 -4.26 0.101
C 3.69 0.54 -3.71 -0.017
C 3.50 0.64 -2.35 0.025
H 1.98 -1.02 1.64 0.008
H 1.67 0.74 1.30 0.016
H 0.09 -1.04 0.29 0.018
H 1.34 -1.25 -0.91 -0.005
H -1.82 -1.20 -1.34 -0.001
H -2.58 -2.66 -3.21 0.000
H -1.79 -2.48 -5.44 0.000
H -0.11 -0.51 -5.95 0.000
H 0.58 0.90 -4.10 0.000
H -2.26 2.13 -2.38 0.000
H -4.17 3.23 -1.37 -0.003
H -4.70 3.01 1.10 -0.002
H -2.93 1.67 2.52 -0.003
H -0.94 0.77 1.52 -0.005
H 6.13 -0.44 1.79 0.003
H 7.61 -2.30 2.35 0.000
H 6.68 -4.66 2.17 0.000
H 4.47 -5.06 1.18 0.001
H 3.12 -3.15 0.35 0.001
H 4.68 -2.42 -1.43 -0.004
H 5.21 -2.57 -3.69 0.001
H 4.40 -0.66 -5.30 0.002
H 3.42 1.34 -4.42 0.003
H 3.10 1.60 -1.90 -0.001
N -1.77 -2.99 0.67 0.014
S -0.81 -4.17 1.20 0.001
C -1.67 -4.70 2.69 0.002
C -0.93 -5.36 3.63 0.000
C -1.54 -5.78 4.78 0.000
C -2.89 -5.64 4.95 0.000
C -3.64 -4.98 4.01 0.000
C -3.05 -4.53 2.84 0.000
C -1.45 -5.49 0.06 0.000
C -2.42 -5.20 -0.87 0.000
C -2.92 -6.24 -1.63 0.000
C -2.54 -7.54 -1.40 0.000
C -1.56 -7.81 -0.46 0.000
C -1.03 -6.78 0.33 0.000
H -1.67 -2.23 1.35 0.000
H 0.18 -5.40 3.57 0.000
H -0.86 -6.24 5.50 0.000
H -3.43 -6.08 5.83 0.000
H -4.73 -4.92 4.13 0.000
H -3.62 -4.03 2.05 0.000
H -2.75 -4.19 -1.00 0.000
H -3.70 -6.03 -2.38 0.000
H -3.10 -8.40 -1.86 0.000
H -1.32 -8.83 -0.22 0.000
H -0.33 -6.95 1.18 0.000
N 1.37 6.97 -3.10 0.000
C 1.33 6.18 -1.97 0.000
C 0.05 5.83 -1.44 -0.002
N -0.09 5.07 -0.30 0.001
C 1.05 4.48 0.19 0.001
C 2.25 4.75 -0.45 0.000
N 2.40 5.56 -1.54 -0.001
H 0.66 7.69 -3.15 0.000
H 2.27 7.18 -3.55 0.000
H -0.84 6.18 -1.94 0.000
H 1.04 3.98 1.15 -0.001
H 3.18 4.53 0.06 0.000
```

***

(2)
A single CH4N2O2 molecule at a distorted geometry, computed with ωB97M-V/def2-TZVPD.

Net charge ... 0
Lowest unoccupied orbital energy (alpha / beta) ... -0.2 / -0.2 eV
ΔE to the lowest compared entry with this formula, charge and spin ... 119.5 kcal/mol
HOMO energy (alpha / beta) ... -8.279 / -8.279 eV
Structure (SMILES) ... CN(O)N=O
Orbital gap (alpha / beta) ... 8.127 / 8.128 eV

XYZ file:
```
9
Properties=species:S:1:pos:R:3:lowdin_charge:R:1
C 0.53 -0.34 0.19 -0.094
N -0.77 0.17 0.37 -0.252
O -1.13 1.42 0.04 -0.002
N -2.12 -0.83 0.02 0.075
O -3.07 -0.10 -0.04 -0.047
H 0.44 -1.42 -0.10 0.092
H 0.73 -0.26 1.28 0.092
H 1.27 0.25 -0.42 0.104
H -2.06 1.36 0.13 0.032
```

***

(3)
A single C6H4O molecule, computed with ωB97M-V/def2-TZVPD.

Net charge ... 0
Lowest unoccupied orbital energy (alpha / beta) ... -0.9 / -0.9 eV
ΔE to the lowest compared entry with this formula, charge and spin ... 129.0 kcal/mol
HOMO energy (alpha / beta) ... -8.575 / -8.574 eV
Orbital gap (alpha / beta) ... 7.629 / 7.625 eV

XYZ file:
```
11
Properties=species:S:1:pos:R:3:lowdin_charge:R:1
C 1.09 -0.61 -2.27 0.061
C 0.93 -0.25 -0.94 -0.237
C 0.59 -0.24 0.28 0.105
C 0.14 0.53 1.39 -0.498
O 0.83 1.37 1.94 0.066
C -1.21 0.20 1.86 -0.036
C -2.32 -0.05 2.26 0.142
H 1.93 -0.25 -2.86 0.072
H 0.96 0.79 -1.51 0.208
H 0.35 -1.22 -2.78 0.082
H -3.30 -0.27 2.62 0.035
```

***

(4)
A single C5H5N molecule, computed with ωB97M-V/def2-TZVPD.

Net charge ... 0
Lowest unoccupied orbital energy ... 0.8 eV
ΔE to the lowest compared entry with this formula, charge and spin ... 49.3 kcal/mol
HOMO energy ... -10.600 eV
Structure (SMILES) ... C=C1C[C@@H]1C#N
Orbital gap ... 11.418 eV

XYZ file:
```
11
Properties=species:S:1:pos:R:3:lowdin_charge:R:1
C -0.71 -1.45 -0.99 0.077
C -0.23 -0.59 -0.14 -0.258
C -0.19 0.00 1.20 -0.048
C 0.74 0.53 0.10 -0.216
C 0.63 1.88 -0.38 -0.200
N 0.56 2.96 -0.74 0.146
H -0.37 -1.48 -2.02 0.066
H -1.45 -2.17 -0.70 0.064
H 0.26 -0.55 2.01 0.109
H -1.01 0.64 1.50 0.117
H 1.78 0.23 0.16 0.144
```